# 1
116
Properties=species:S:1:pos:R:3:forces:R:3 method="wB97M-V/def2-TZVPD" charge=-2 homo_ev=-1.28 gap_ev=5.08
K 0.172026 -0.189952 0.946878 0.09 -0.18 0.01
C 0.401035 4.665829 -2.792289 -0.03 -0.02 0.01
C 0.870102 3.375686 -2.120905 -0.02 -0.02 -0.05
C 2.232728 3.556820 -1.451799 0.04 0.04 0.02
P -0.251317 2.490253 -0.937175 0.04 -0.26 0.01
C -0.563319 3.579937 0.542618 0.03 0.07 0.01
C -1.811415 3.059030 1.259038 -0.05 -0.02 -0.02
C -0.577752 5.103416 0.423609 0.02 0.02 0.00
C -1.843865 2.376142 -1.848418 0.02 0.16 0.05
C -2.694325 3.472961 -2.007189 -0.04 0.06 0.00
C -3.912286 3.360589 -2.659502 0.01 0.01 0.02
C -4.286044 2.127447 -3.174750 0.01 -0.04 -0.01
C -3.445592 1.034695 -3.020839 -0.09 0.05 -0.06
C -2.214648 1.113599 -2.353829 -0.03 -0.15 -0.03
Si -1.118844 -0.459956 -2.011974 -0.01 0.04 0.18
C -2.409810 -1.824873 -2.492520 0.07 0.08 -0.09
C -2.545637 -2.317047 -3.797443 0.00 -0.06 -0.09
C -3.381666 -3.375061 -4.115046 0.02 0.02 -0.02
C -4.134942 -3.976996 -3.115884 -0.02 -0.01 0.02
C -4.033972 -3.500843 -1.818766 -0.01 -0.04 -0.02
C -3.184039 -2.439938 -1.488443 -0.13 -0.07 0.12
P -3.003617 -1.863101 0.261450 0.07 0.02 0.00
C -4.684775 -1.190731 0.723956 -0.04 0.03 -0.01
C -5.938514 -1.832585 0.134891 0.02 -0.03 -0.04
C -4.687299 0.308877 0.414451 -0.01 0.01 0.04
C -2.846192 -3.425741 1.283500 -0.08 0.02 0.02
C -4.060322 -4.299890 1.594531 -0.01 -0.02 -0.01
C -1.686955 -4.255227 0.734611 0.03 0.00 0.04
C 0.047786 -0.372507 -3.560681 -0.05 0.04 0.08
C -0.342232 0.276331 -4.737615 -0.02 0.05 -0.12
C 0.509062 0.444789 -5.818951 -0.02 0.01 -0.01
C 1.805658 -0.043704 -5.746056 0.02 -0.01 0.03
C 2.225546 -0.681207 -4.588458 -0.01 0.00 -0.06
C 1.375463 -0.846403 -3.490094 0.15 -0.12 0.00
P 1.997371 -1.615055 -1.915270 -0.12 0.25 -0.03
C 1.845594 -3.440493 -2.293143 0.07 -0.02 0.02
C 2.707384 -3.963788 -3.437167 0.02 0.02 -0.01
C 0.380933 -3.788228 -2.527123 -0.04 -0.01 0.01
C 3.834066 -1.346853 -2.033364 0.01 0.02 -0.02
C 4.508266 -2.069091 -0.865019 -0.02 0.00 0.05
C 4.115523 0.153055 -1.938454 0.05 -0.01 0.01
H 1.072986 4.919041 -3.618935 0.02 -0.01 0.02
H 0.407825 5.507143 -2.098177 -0.02 0.00 0.00
H -0.603819 4.566636 -3.203182 0.00 -0.01 -0.01
H 0.966548 2.614087 -2.906707 0.06 0.01 0.00
H 2.158930 4.211438 -0.579069 0.02 0.02 -0.03
H 2.939025 4.015437 -2.150426 0.03 -0.03 0.01
H 2.650992 2.613161 -1.099736 -0.05 0.01 -0.01
H 0.289947 3.320666 1.181524 -0.01 0.00 0.00
H -2.720880 3.330605 0.718108 0.00 0.02 0.01
H -1.855953 3.464227 2.270941 -0.01 0.00 0.00
H -1.803782 1.968125 1.358131 0.02 0.10 -0.01
H -1.334494 5.471645 -0.270282 -0.01 0.00 0.02
H 0.390962 5.482011 0.095437 -0.03 0.02 0.00
H -0.787141 5.545172 1.403144 0.01 -0.02 0.01
H -2.407724 4.435126 -1.602502 0.00 0.00 -0.02
H -4.558916 4.224965 -2.760648 0.00 0.00 0.00
H -5.233186 2.012331 -3.691973 0.00 0.01 0.01
H -3.765256 0.079145 -3.422432 -0.01 0.00 -0.01
H -1.959161 -1.860926 -4.589119 -0.01 -0.01 0.00
H -3.444132 -3.730095 -5.138662 -0.01 -0.01 0.01
H -4.793972 -4.808152 -3.340763 0.00 0.00 0.00
H -4.627277 -3.971825 -1.048148 -0.01 0.01 -0.03
H -4.704180 -1.311732 1.814897 0.01 0.00 0.00
H -5.944351 -1.726484 -0.951834 -0.01 0.00 0.00
H -6.831270 -1.331175 0.522982 0.00 0.01 0.01
H -6.023952 -2.894357 0.365806 -0.01 0.03 -0.01
H -4.595750 0.486422 -0.659471 0.00 0.00 0.00
H -3.853857 0.817329 0.898971 0.00 0.01 0.00
H -5.620922 0.769501 0.753575 0.01 0.00 0.00
H -2.512258 -3.003360 2.239209 0.00 0.01 0.00
H -4.435596 -4.817592 0.710555 0.01 -0.01 0.02
H -4.879680 -3.726471 2.030845 0.02 -0.01 0.00
H -3.778312 -5.071540 2.318506 0.02 0.01 0.01
H -1.946703 -4.707126 -0.225787 0.00 0.02 -0.01
H -1.438489 -5.059465 1.433784 0.01 -0.01 -0.02
H -0.790035 -3.645740 0.602235 0.02 -0.02 -0.01
H -1.349982 0.674754 -4.802931 0.00 0.00 -0.01
H 0.162651 0.959534 -6.709165 0.02 0.00 0.00
H 2.492476 0.080733 -6.575993 0.00 0.00 0.00
H 3.246961 -1.037518 -4.540157 0.00 0.00 -0.01
H 2.160043 -3.920542 -1.359608 0.00 -0.01 0.00
H 2.492550 -3.420583 -4.360875 -0.01 -0.01 -0.01
H 2.494840 -5.022250 -3.621316 0.00 0.00 0.02
H 3.774466 -3.870825 -3.227890 0.00 0.00 -0.01
H 0.025924 -3.356811 -3.465372 0.00 0.00 -0.01
H -0.256847 -3.401364 -1.732063 0.00 -0.01 0.01
H 0.247222 -4.873421 -2.583062 0.00 0.00 0.00
H 4.248305 -1.738933 -2.967269 -0.02 0.00 -0.01
H 4.216944 -1.607130 0.082102 0.00 -0.01 0.00
H 5.596045 -1.989531 -0.947785 0.00 0.01 0.01
H 4.252041 -3.130499 -0.824165 0.01 -0.01 -0.02
H 3.703756 0.553275 -1.008645 0.03 0.01 0.00
H 3.686390 0.707342 -2.774943 0.00 0.00 0.01
H 5.193950 0.338351 -1.918463 0.00 0.00 -0.01
S 3.065872 0.825851 1.750286 -0.05 -0.11 -0.15
C 3.481162 1.214664 3.380963 -0.02 0.03 -0.01
C 4.496724 2.170486 3.575745 0.00 0.03 0.19
C 4.914979 2.595006 4.828805 -0.23 -0.23 -0.12
C 5.955462 3.563909 4.931576 0.20 0.22 0.09
N 6.794012 4.350126 5.011992 0.00 -0.02 -0.03
C 4.293434 2.063745 5.974751 -0.11 -0.11 -0.27
C 3.288706 1.115474 5.804163 0.09 0.11 0.00
C 2.876537 0.641631 4.551390 -0.05 0.03 0.04
S 1.617593 -0.550942 4.528532 0.12 -0.19 -0.07
C 4.665876 2.474640 7.285211 0.07 0.09 0.27
N 4.952838 2.795371 8.354906 0.00 -0.01 -0.02
H 4.966039 2.585790 2.694495 0.01 0.01 0.00
H 2.803534 0.700880 6.677693 0.01 0.01 0.02
N 0.059948 2.009477 3.810037 0.36 -0.27 0.15
C -0.189765 0.846941 3.585813 -0.52 0.36 -0.01
H 0.936350 2.292009 4.253603 -0.05 0.16 -0.05
N 1.570421 -2.543944 1.690897 -0.01 0.05 0.04
H 1.327648 -2.157472 2.606733 0.15 -0.07 0.06
H 2.222687 -1.838962 1.341847 0.09 -0.09 0.01
H 2.149666 -3.351036 1.899084 -0.05 -0.05 -0.04

=====

# 2
114
Properties=species:S:1:pos:R:3:forces:R:3 method="wB97M-V/def2-TZVPD" charge=+3 homo_ev="-14.93 / -15.23" gap_ev="5.00 / 5.79"
Sn 0.886212 -0.367504 -0.947580 0.43 0.25 -0.05
C -1.226598 -3.580193 2.651434 0.19 -0.06 -0.02
C -0.160949 -2.954060 1.755196 -0.04 0.18 -0.20
C -0.381074 -3.419292 0.312540 0.09 0.12 0.11
P -0.034271 -1.083691 1.776270 -0.48 -0.17 0.47
C 0.775101 -0.656133 3.420187 -0.11 0.28 -0.34
C 1.131849 0.837256 3.381004 0.01 -0.21 0.03
C 0.140129 -0.969572 4.776478 0.22 -0.03 0.07
C -1.811686 -0.554380 1.911739 0.01 0.24 -0.13
C -2.404830 -0.825951 3.134815 0.09 -0.01 -0.11
C -3.752197 -0.589709 3.436978 -0.08 0.15 -0.15
C -4.322796 -0.912484 4.771431 -0.08 -0.12 0.14
C -4.548182 -0.021645 2.447819 -0.09 -0.08 0.24
C -4.011904 0.274370 1.227871 0.10 0.03 -0.02
C -2.652975 0.004950 0.883862 -0.33 -0.17 0.68
N -2.268389 0.408221 -0.353346 0.45 0.10 -0.17
C -3.246167 0.374967 -1.287116 -0.12 -0.21 -0.31
C -4.152040 -0.726079 -1.380250 0.08 -0.07 0.14
C -5.067887 -0.799923 -2.384751 -0.03 -0.03 -0.14
C -5.179394 0.213054 -3.365238 0.25 0.26 0.20
C -6.216601 0.133413 -4.428948 -0.08 -0.01 -0.19
C -4.321492 1.304791 -3.280785 -0.25 -0.23 -0.23
C -3.403269 1.427673 -2.247546 0.64 0.24 0.14
P -2.454596 2.891408 -1.897548 -0.57 0.30 0.06
C -2.678925 4.174333 -3.231231 0.07 -0.22 0.15
C -2.384514 3.585528 -4.622648 0.13 0.04 0.07
C -4.006813 4.938990 -3.230688 0.06 0.09 0.06
C -3.135580 3.541234 -0.266867 0.18 -0.13 -0.18
C -2.474440 4.871952 0.088103 0.09 -0.02 -0.03
C -4.659981 3.637554 -0.226016 0.00 -0.08 0.04
H -1.221160 -4.658116 2.487952 0.00 -0.03 -0.01
H -2.220767 -3.211299 2.403973 -0.02 -0.09 0.02
H -1.034735 -3.423016 3.708680 -0.07 0.02 0.05
H 0.832290 -3.272927 2.089093 -0.05 0.02 -0.01
H -1.326330 -3.032599 -0.078494 0.01 0.00 -0.07
H -0.434412 -4.507158 0.283045 0.02 -0.02 -0.06
H 0.431295 -3.108166 -0.352244 0.00 -0.09 -0.04
H 1.695563 -1.241585 3.353185 -0.14 0.03 -0.05
H 0.277604 1.431164 3.043363 0.05 0.11 0.03
H 1.996550 1.011918 2.737658 0.05 0.02 0.08
H 1.405785 1.187307 4.375456 0.02 0.04 0.00
H -0.648359 -0.263011 5.032380 0.05 -0.01 0.05
H 0.917877 -0.858983 5.533469 0.04 0.01 0.00
H -0.230077 -1.987233 4.858246 -0.02 -0.03 0.06
H -1.798940 -1.259735 3.912811 -0.31 -0.05 -0.19
H -3.569139 -0.892730 5.556054 -0.01 0.00 0.03
H -4.760752 -1.915466 4.754394 0.04 0.00 0.01
H -5.129170 -0.224935 5.021268 0.03 0.01 0.07
H -5.584295 0.209973 2.655132 -0.03 0.05 0.01
H -4.621506 0.802917 0.508280 0.02 0.00 0.09
H -4.047605 -1.546067 -0.681862 0.03 0.01 0.00
H -5.720712 -1.660317 -2.449112 0.01 -0.05 -0.01
H -6.925828 -0.667103 -4.235068 -0.03 0.01 -0.03
H -5.750880 -0.049169 -5.401012 0.01 -0.04 0.02
H -6.760556 1.074411 -4.518049 -0.02 -0.01 0.03
H -4.432654 2.106380 -3.995883 -0.04 0.00 0.03
H -1.885331 4.888123 -2.979568 -0.01 -0.06 -0.03
H -3.308401 3.378433 -5.160165 0.01 -0.03 0.01
H -1.803765 2.666726 -4.577256 0.11 -0.09 -0.07
H -1.825331 4.304042 -5.219525 -0.01 0.01 0.00
H -4.869920 4.275254 -3.263064 -0.02 0.00 -0.01
H -4.034862 5.568699 -4.121132 0.00 -0.01 -0.01
H -4.098139 5.600710 -2.372763 -0.07 -0.02 0.01
H -2.824953 2.780568 0.456347 0.07 0.08 -0.04
H -2.848671 5.680930 -0.537698 0.02 0.01 -0.03
H -1.386630 4.842594 -0.018481 -0.03 0.00 0.04
H -2.709659 5.133048 1.119967 0.01 0.00 0.01
H -5.043137 4.417383 -0.877054 -0.02 -0.02 -0.02
H -4.969356 3.885588 0.791566 0.02 0.00 0.02
H -5.132683 2.694384 -0.500728 -0.07 0.04 -0.04
N 1.471647 1.859981 0.217520 -0.22 -0.33 -0.14
N 2.361829 2.740130 -0.399714 0.37 0.24 0.08
C 2.729162 2.618763 -1.690226 -0.14 -0.05 -0.15
N 3.601539 3.497560 -2.166715 0.01 0.03 0.22
S 2.067760 1.448585 -2.703865 -0.29 -0.23 -0.17
H 0.569885 2.313332 0.364037 -0.01 0.05 -0.07
H 1.831700 1.594504 1.129606 0.04 0.03 -0.08
H 2.765802 3.480242 0.158546 -0.11 -0.06 0.11
H 4.046109 4.203141 -1.597974 -0.02 -0.01 -0.01
H 3.892271 3.420189 -3.127908 -0.02 0.00 -0.02
C 7.303909 1.112512 -0.777539 0.00 0.04 0.01
C 7.176782 0.278432 0.322320 0.04 -0.05 -0.04
C 6.052910 -0.520563 0.469291 -0.08 -0.04 0.02
C 5.032861 -0.472111 -0.479242 -0.31 0.24 0.11
C 5.192784 0.326578 -1.612534 -0.02 -0.04 0.04
C 6.322680 1.114686 -1.759333 -0.01 -0.01 -0.02
P 3.471659 -1.426121 -0.353073 0.51 -0.42 -0.15
C 3.554107 -2.252629 1.269873 -0.26 0.27 0.00
C 3.837455 -1.471256 2.392393 0.06 -0.09 -0.03
C 3.973902 -2.056407 3.642066 0.07 0.01 -0.01
C 3.799320 -3.426264 3.784479 -0.10 0.00 -0.01
C 3.455045 -4.197775 2.682718 -0.05 -0.08 0.03
C 3.323707 -3.619384 1.428004 0.10 0.09 0.01
C 3.743888 -2.759535 -1.557170 -0.30 0.09 0.07
C 2.951027 -2.873207 -2.695477 -0.01 0.12 0.14
C 3.176048 -3.898340 -3.601816 -0.01 -0.01 -0.11
C 4.180030 -4.823541 -3.360943 -0.05 0.02 -0.02
C 4.980829 -4.708091 -2.231307 0.09 0.05 0.09
C 4.778640 -3.670565 -1.338277 -0.04 0.03 -0.07
H 8.172834 1.747981 -0.877072 0.05 -0.03 -0.03
H 7.959787 0.235454 1.066500 0.02 0.00 0.01
H 5.992285 -1.190659 1.313349 0.00 0.04 0.06
H 4.438866 0.306538 -2.386491 0.03 0.04 -0.07
H 6.446062 1.724831 -2.644616 0.01 -0.02 -0.02
H 3.982953 -0.402401 2.279845 0.06 0.00 0.05
H 4.224990 -1.449322 4.501921 0.02 0.02 0.01
H 3.917503 -3.891107 4.753761 0.03 -0.01 0.01
H 3.300464 -5.262141 2.798483 0.00 -0.02 -0.01
H 3.068838 -4.237212 0.577279 0.03 -0.01 -0.01
H 2.167864 -2.143877 -2.890559 0.00 -0.07 -0.05
H 2.575920 -3.967139 -4.498429 -0.03 -0.04 0.00
H 4.345800 -5.633868 -4.057070 0.01 0.00 -0.03
H 5.770706 -5.422273 -2.043754 0.02 -0.02 -0.05
H 5.415850 -3.567664 -0.469215 0.05 -0.05 0.00

=====

Values for molecular weight, g mol⁻¹, ordered as above
881.24; 900.70